{
  "formula": "C35H32I2N5O4Re",
  "method": "ωB97M-V/def2-TZVPD",
  "symbols": ["Re", "O", "C", "N", "C", "C", "C", "C", "C", "C", "N", "C", "C", "C", "C", "C", "N", "H", "H", "H", "H", "H", "H", "H", "H", "H", "H", "I", "C", "C", "C", "I", "C", "O", "C", "C", "N", "C", "C", "C", "C", "C", "C", "N", "C", "H", "H", "H", "H", "H", "H", "H", "H", "H", "H", "H", "C", "C", "C", "C", "C", "C", "C", "C", "C", "C", "O", "O", "H", "H", "H", "H", "H", "H", "H", "H", "H", "H", "H"],
  "xyz": [[-0.264437, -0.785753, -0.217639], [3.871335, -0.491921, -0.231031], [2.697563, -0.794557, -0.362299], [1.640337, -0.045996, 0.035363], [2.010937, 1.126147, 0.797753], [1.331942, 1.188886, 2.137310], [1.838472, 1.982017, 3.164349], [1.161683, 2.015173, 4.369664], [0.008003, 1.257410, 4.520214], [-0.423183, 0.504819, 3.441256], [0.216257, 0.492664, 2.285679], [2.284801, -2.084400, -0.993965], [3.221952, -2.992057, -1.463508], [2.776163, -4.167540, -2.040793], [1.407238, -4.380059, -2.134251], [0.540883, -3.431972, -1.616911], [0.967913, -2.313086, -1.042266], [1.784446, 2.035429, 0.223869], [3.097264, 1.097306, 0.940109], [2.742918, 2.550305, 3.020058], [1.520328, 2.632710, 5.179815], [-0.541532, 1.258812, 5.447915], [-1.315966, -0.104820, 3.499301], [4.266443, -2.751058, -1.350574], [3.472955, -4.897154, -2.420442], [1.008837, -5.269849, -2.595214], [-0.529637, -3.583148, -1.661503], [-2.492853, -7.445198, 3.178463], [-1.664711, -5.600052, 2.584525], [-0.298159, -5.383168, 2.695488], [0.215243, -4.169841, 2.302700], [2.271375, -3.748062, 2.406328], [-0.590213, -3.131639, 1.774357], [-0.053711, -2.004984, 1.460204], [-1.978671, -3.402071, 1.651635], [-2.868754, -2.307276, 1.135040], [-2.436175, -1.759493, -0.164445], [-3.349783, -0.684802, -0.564118], [-2.971402, 0.616299, 0.096415], [-3.934333, 1.547449, 0.463011], [-3.544918, 2.809614, 0.880410], [-2.189551, 3.102212, 0.885564], [-1.290474, 2.101355, 0.570806], [-1.660345, 0.869738, 0.219337], [-2.495592, -4.611768, 2.068742], [0.355380, -6.148247, 3.085672], [-3.895694, -2.687292, 1.059103], [-2.864826, -1.482586, 1.858313], [-2.479663, -2.509475, -0.856407], [-3.256194, -0.528919, -1.645679], [-4.393619, -0.934327, -0.335581], [-4.980479, 1.291946, 0.411260], [-4.277632, 3.548651, 1.164972], [-1.826664, 4.086810, 1.129806], [-0.234558, 2.305230, 0.560575], [-3.557150, -4.802074, 2.008409], [2.306345, 5.200231, -0.875378], [1.690598, 4.014207, -1.548872], [0.310846, 3.943368, -1.701189], [-0.294032, 2.829945, -2.263201], [-1.766716, 2.806885, -2.528230], [0.512593, 1.767232, -2.667211], [1.902118, 1.863273, -2.643889], [2.733928, 0.803194, -3.289097], [2.474020, 2.986318, -2.060601], [-0.129204, 0.482591, -3.149407], [-0.216698, 0.221220, -4.325536], [-0.593742, -0.275648, -2.205675], [1.738295, 5.476290, 0.011853], [2.314149, 6.057028, -1.548002], [3.331041, 4.991114, -0.586048], [-0.304205, 4.774563, -1.387708], [-2.280399, 3.590960, -1.976499], [-2.197671, 1.838900, -2.286302], [-1.934063, 2.981577, -3.589620], [2.463807, -0.189323, -2.928661], [3.789894, 0.972629, -3.103312], [2.550041, 0.821239, -4.364134], [3.549267, 3.055869, -2.000449]],
  "forces_ev_per_a": [[0.8, 0.0, 0.7], [-0.3, -0.3, -0.2], [0.7, -0.3, 0.0], [-1.8, 0.0, 0.0], [0.1, 0.4, -0.1], [0.1, 0.1, 0.2], [-0.1, -0.2, 0.0], [-0.1, 0.0, -0.1], [0.0, 0.0, -0.1], [-0.1, 0.1, 0.4], [0.2, -0.2, -0.8], [0.5, -0.2, 0.0], [-0.3, 0.2, 0.1], [-0.2, 0.2, 0.0], [0.0, 0.1, 0.1], [-0.2, -0.6, -0.2], [0.0, 0.4, -0.1], [0.1, -0.1, 0.1], [-0.2, 0.2, 0.0], [0.1, 0.1, 0.0], [0.1, 0.0, 0.1], [-0.1, 0.0, 0.1], [-0.1, -0.1, 0.1], [0.1, 0.1, 0.0], [0.1, -0.1, 0.0], [-0.1, 0.0, 0.0], [0.0, 0.0, 0.0], [0.2, 0.4, -0.1], [-0.3, -0.2, 0.0], [-0.2, -0.1, 0.1], [0.3, 0.9, -0.4], [-0.2, -0.2, 0.1], [-1.0, -2.5, 0.5], [0.1, 2.5, -2.2], [0.7, 0.6, -0.2], [0.1, -0.4, 0.7], [0.8, 0.3, -0.5], [-0.2, 0.3, -0.2], [-0.4, 0.0, 0.0], [0.1, -0.1, 0.0], [0.3, -0.2, -0.1], [-0.1, -0.2, 0.0], [0.1, 0.4, 0.0], [0.1, -0.3, -0.3], [0.1, -0.5, 0.1], [0.0, -0.1, 0.0], [0.1, 0.2, 0.0], [0.0, 0.1, -0.2], [0.0, 0.2, 0.1], [0.0, -0.1, 0.1], [0.2, 0.0, -0.1], [-0.1, -0.1, -0.1], [-0.1, 0.1, 0.0], [0.1, 0.1, 0.1], [0.0, 0.0, 0.1], [-0.1, 0.0, -0.1], [0.0, 0.1, -0.1], [-0.1, 0.0, -0.1], [0.2, -0.1, -0.1], [0.2, -0.1, -0.1], [0.0, 0.1, -0.1], [-0.1, -0.2, 0.1], [-0.2, 0.1, 0.1], [0.1, 0.0, 0.0], [-0.2, 0.0, 0.0], [1.0, 1.6, -1.6], [-0.1, -0.2, 0.4], [-0.8, -2.0, 3.6], [0.0, 0.1, 0.1], [0.0, 0.1, 0.0], [0.1, 0.0, 0.1], [-0.1, 0.1, 0.1], [-0.1, 0.0, 0.0], [-0.2, -0.1, 0.0], [-0.1, 0.0, -0.1], [0.0, -0.1, -0.1], [0.1, -0.1, 0.0], [0.1, -0.1, 0.0], [0.2, 0.0, 0.0]],
  "largest_force_ev_per_a": 4.16,
  "s2": 0.862,
  "total_charge": 1,
  "energy_ha": -2601.24726,
  "orbital_gap_ha": [0.22027, 0.22963],
  "multiplicity": 2,
  "de_lowest_kcal_mol": 0.0,
  "e_lumo_ev": [-4.41, -4.22],
  "homo_energy_ha": [-0.382, -0.385]
}

=====

{
  "formula": "C35H32N4O3RuS3",
  "method": "ωB97M-V/def2-TZVPD",
  "symbols": ["Ru", "C", "S", "C", "S", "N", "N", "C", "C", "C", "C", "C", "C", "N", "H", "H", "H", "H", "H", "H", "H", "H", "O", "S", "C", "C", "C", "C", "C", "C", "C", "C", "C", "C", "C", "C", "H", "H", "H", "H", "H", "H", "H", "H", "H", "H", "C", "C", "C", "C", "C", "C", "N", "C", "C", "C", "C", "C", "C", "C", "O", "O", "C", "C", "H", "H", "H", "H", "H", "H", "H", "H", "H", "H", "H", "H", "H", "H"],
  "xyz": [[-0.106020, -1.493405, -0.900544], [0.182938, -5.547461, -4.437600], [1.604862, -5.321027, -3.324022], [0.929195, -4.072329, -2.289235], [0.947544, -2.386679, -2.811076], [0.457238, -4.391201, -1.133573], [-0.048658, -3.435943, -0.394474], [-0.338947, -3.709243, 0.891752], [-0.745465, -2.633940, 1.680712], [-0.957502, -2.693893, 3.082779], [-1.149524, -1.535790, 3.785263], [-1.176767, -0.314398, 3.089697], [-1.045906, -0.317567, 1.715724], [-0.847006, -1.430169, 1.016876], [0.467839, -6.288523, -5.176332], [-0.038903, -4.600566, -4.919883], [-0.661499, -5.899021, -3.852380], [-0.160841, -4.707613, 1.262566], [-0.939178, -3.652305, 3.574265], [-1.277247, -1.549968, 4.857790], [-1.286461, 0.618269, 3.615199], [-1.096877, 0.605870, 1.145910], [1.951660, -1.443626, 0.259065], [2.656884, -0.351077, 0.998878], [4.362488, -0.550643, 0.425289], [5.267871, 0.488404, 0.541455], [6.537062, 0.327203, 0.010610], [6.877962, -0.854435, -0.629673], [5.960587, -1.887069, -0.734206], [4.691457, -1.732805, -0.209922], [2.892677, -1.083279, 2.644758], [3.166283, -0.263269, 3.725268], [3.325093, -0.831706, 4.978563], [3.195752, -2.201672, 5.141949], [2.908565, -3.009749, 4.054867], [2.754430, -2.450075, 2.799373], [4.986111, 1.410323, 1.026951], [7.258891, 1.126413, 0.085033], [7.860784, -0.970293, -1.057912], [6.226016, -2.807535, -1.229833], [3.947054, -2.508149, -0.307671], [3.267192, 0.802168, 3.587438], [3.554114, -0.211924, 5.831600], [3.328657, -2.645110, 6.116351], [2.812345, -4.076117, 4.182605], [2.533237, -3.061734, 1.939256], [-2.789612, 6.630886, 0.849585], [-2.921602, 5.176983, 0.522793], [-2.937210, 4.242740, 1.553535], [-3.066784, 2.882568, 1.295112], [-3.208161, 2.442246, 0.002768], [-3.214726, 3.367678, -1.056184], [-3.489166, 2.933397, -2.320562], [-3.387940, 1.630558, -2.794447], [-4.460799, 1.102726, -3.521575], [-4.413693, -0.180283, -4.028803], [-3.277841, -0.955807, -3.848463], [-2.211598, -0.442450, -3.131220], [-2.247462, 0.833927, -2.587726], [-1.006545, 1.375177, -1.877578], [-0.778265, 2.568696, -1.881635], [-0.286651, 0.490201, -1.300221], [-3.038602, 4.747581, -0.798038], [-2.964479, 5.736938, -1.916882], [-2.792325, 6.774348, 1.926355], [-3.612795, 7.199609, 0.419563], [-1.859060, 7.033907, 0.450891], [-2.855755, 4.583701, 2.573899], [-3.094922, 2.184146, 2.117484], [-3.366774, 1.396353, -0.216850], [-3.804735, 3.628799, -2.984374], [-5.351359, 1.701860, -3.652326], [-5.265134, -0.578239, -4.560129], [-3.214355, -1.944592, -4.274589], [-1.300733, -1.036532, -3.027836], [-2.684770, 5.272082, -2.858069], [-2.213455, 6.490597, -1.695001], [-3.918680, 6.252852, -2.038983]],
  "forces_ev_per_a": [[1.2, 1.2, -1.2], [0.0, 0.4, 0.3], [0.2, -0.2, -0.1], [-0.5, 1.5, 0.0], [0.1, -0.4, 0.2], [0.5, -2.6, -0.5], [-0.6, 1.3, 3.4], [1.1, -0.9, -3.4], [-1.0, 2.4, 1.7], [0.3, -0.6, -1.5], [-0.1, 1.3, -0.2], [0.1, -0.9, 0.6], [-0.1, 0.5, -0.2], [0.1, -0.9, 1.1], [0.1, 0.0, 0.0], [-0.1, 0.0, -0.1], [-0.1, -0.1, -0.1], [-0.1, -0.1, 0.0], [0.1, -0.1, 0.1], [0.0, 0.0, 0.0], [-0.1, 0.2, 0.0], [0.0, -0.1, 0.0], [-2.2, -1.0, -1.4], [1.4, 0.4, 1.0], [-0.4, 0.2, -0.2], [-0.1, 0.1, 0.1], [0.1, 0.0, 0.0], [0.0, 0.0, 0.0], [0.0, 0.0, 0.0], [-0.2, -0.2, 0.0], [-0.3, 0.3, -0.2], [0.0, 0.1, -0.1], [0.0, 0.0, 0.1], [0.0, 0.0, 0.1], [0.0, 0.0, 0.0], [0.0, 0.0, -0.2], [0.0, 0.2, 0.0], [0.0, 0.1, 0.0], [0.1, 0.0, 0.0], [0.0, -0.1, -0.1], [0.0, -0.1, -0.1], [0.0, 0.2, 0.0], [0.0, 0.1, 0.0], [0.0, 0.0, 0.1], [0.0, -0.1, 0.0], [0.0, -0.1, -0.1], [0.0, 0.0, 0.0], [0.0, -0.5, 0.2], [0.0, -0.2, 0.1], [0.1, 0.5, 0.1], [-0.1, 0.3, -0.5], [0.0, 0.4, 1.4], [-0.3, 0.3, -1.2], [0.1, -0.2, -0.2], [0.1, 0.0, 0.2], [0.2, 0.0, -0.1], [0.0, -0.2, 0.0], [-0.1, -0.1, 0.3], [0.3, 0.4, 0.2], [-2.1, 1.5, -1.5], [0.6, -0.8, 0.1], [1.9, -2.1, 1.8], [0.1, -0.8, 0.0], [-0.1, 0.0, 0.0], [0.0, 0.1, 0.1], [0.0, 0.1, 0.0], [0.0, 0.1, 0.0], [0.0, 0.1, 0.1], [0.0, -0.1, 0.1], [-0.1, -0.1, 0.0], [0.0, -0.3, 0.2], [0.0, 0.1, 0.0], [0.0, 0.0, -0.1], [0.0, -0.1, 0.0], [-0.1, 0.1, -0.2], [0.0, 0.0, -0.1], [0.0, 0.1, -0.1], [0.0, 0.1, -0.2]],
  "largest_force_ev_per_a": 3.70,
  "s2": 1.150,
  "total_charge": 1,
  "energy_ha": -3086.84534,
  "orbital_gap_ha": [0.15571, 0.14274],
  "multiplicity": 2,
  "e_lumo_ev": [-4.95, -5.30],
  "homo_energy_ha": [-0.338, -0.337]
}

=====

{
  "formula": "C35H33BO4",
  "method": "ωB97M-V/def2-TZVPD",
  "symbols": ["C", "C", "C", "C", "C", "B", "C", "C", "C", "C", "C", "O", "C", "C", "C", "C", "C", "O", "C", "C", "C", "C", "C", "O", "O", "H", "H", "H", "H", "H", "H", "H", "H", "H", "H", "H", "H", "H", "H", "H", "H", "H", "H", "H", "H", "C", "C", "C", "C", "C", "C", "C", "C", "C", "C", "C", "C", "C", "C", "C", "H", "H", "H", "H", "H", "H", "H", "H", "H", "H", "H", "H", "H"],
  "xyz": [[2.052819, -4.618044, 0.579362], [1.670157, -3.314095, 1.115728], [1.717822, -2.846683, 2.408158], [0.985598, -1.687908, 2.457399], [0.588585, -1.296164, 1.032119], [0.817856, 0.829450, -3.494481], [-0.817541, -0.919534, 0.652484], [-1.608561, -2.154901, 0.572989], [-2.313222, -2.240581, 1.767454], [-2.071789, -1.058561, 2.481309], [-2.313080, -0.745891, 3.870433], [-1.327386, -0.198708, 1.765719], [1.555290, -0.224521, 0.780671], [2.753520, -0.280631, 0.112743], [3.494449, 0.826968, 0.570489], [2.653874, 1.561621, 1.367829], [2.728306, 2.838104, 2.042220], [1.492198, 0.877175, 1.577905], [1.384355, -0.567080, -3.176761], [2.479251, -1.249837, -3.627705], [2.078117, -2.629486, -3.669244], [0.869877, -2.731957, -3.044757], [0.054529, -3.924826, -2.952492], [0.450077, -1.514176, -2.636963], [1.025038, -2.475148, 0.291950], [1.819558, -5.379762, 1.323821], [1.525568, -4.845405, -0.342420], [3.125545, -4.665267, 0.389327], [2.187640, -3.382311, 3.254180], [0.920596, -1.010999, 3.315510], [-1.526760, -2.858128, -0.259073], [-2.928434, -3.079928, 2.109437], [-3.350853, -1.005006, 4.099844], [-1.660475, -1.373815, 4.493190], [-2.120375, 0.305834, 4.094218], [3.035936, -1.011644, -0.644757], [4.559545, 0.974127, 0.391226], [3.718046, 2.932249, 2.528461], [2.636118, 3.667816, 1.314191], [1.925719, 2.952928, 2.793088], [3.417433, -0.811731, -3.882742], [2.613906, -3.408639, -4.201498], [-0.000359, -4.411210, -3.927968], [0.494770, -4.687158, -2.311847], [-0.963071, -3.757329, -2.633218], [-0.460218, 0.040764, -0.420386], [-1.343669, 0.032868, -1.654413], [-1.112213, 0.473651, -2.997985], [-2.184053, 0.343472, -3.912292], [-3.437482, -0.186922, -3.604197], [-3.708136, -0.557087, -2.283312], [-2.686981, -0.376151, -1.349786], [-0.701281, 1.395760, -0.002903], [-0.097129, 2.620076, -0.107961], [-0.520381, 3.719798, 0.757865], [0.122236, 4.979175, 0.679507], [-0.168239, 6.007024, 1.575184], [-1.164540, 5.835501, 2.551521], [-1.854903, 4.613856, 2.615758], [-1.537119, 3.571859, 1.739420], [1.317125, 1.526559, -2.625395], [-0.463480, 1.391872, -3.426314], [-1.994028, 0.724705, -4.921500], [-4.204704, -0.296778, -4.373947], [-4.687816, -0.957016, -1.986073], [-2.990649, -0.525130, -0.302698], [-1.746261, 1.544977, 0.318910], [0.623114, 2.866115, -0.902761], [0.889123, 5.115484, -0.085138], [0.385209, 6.948589, 1.512181], [-1.401244, 6.648945, 3.249023], [-2.640094, 4.477451, 3.364527], [-2.062382, 2.621377, 1.845641]],
  "forces_ev_per_a": [[0.4, -0.6, 0.0], [-0.7, 0.1, 0.9], [0.2, -1.4, 0.3], [-1.2, 1.3, -0.1], [4.1, -2.9, 3.8], [0.6, -1.2, 3.3], [-1.3, 0.0, -0.6], [-0.9, 0.2, -0.2], [0.3, 0.0, -0.4], [1.3, -1.2, -0.8], [-0.7, 0.1, 1.2], [-0.6, -0.5, 0.6], [0.9, 0.4, -0.8], [-0.6, -0.6, 0.0], [0.2, 0.9, 0.2], [0.4, -1.4, 0.0], [0.6, 1.5, 0.6], [0.4, -0.5, -0.7], [-2.3, 0.1, 0.2], [-0.7, -1.3, 0.0], [1.2, 0.7, 0.0], [1.0, 1.2, -0.4], [-0.7, -1.2, 0.3], [0.8, -0.8, -2.2], [0.1, 1.3, -0.6], [0.1, -0.1, -0.1], [0.0, 0.0, 0.0], [0.1, -0.1, -0.1], [-0.4, 0.4, -0.7], [0.0, -0.2, -0.6], [-0.1, 0.3, 0.6], [0.3, 0.5, -0.1], [0.1, 0.2, 0.3], [-0.2, 0.3, 0.0], [-0.1, -0.1, 0.0], [-0.1, 0.2, 0.5], [-0.5, 0.4, -0.2], [-0.5, 0.1, -0.1], [0.0, -0.3, 0.4], [0.4, -0.1, -0.4], [0.2, 0.2, -0.6], [-0.1, 0.0, 0.4], [0.0, 0.2, -0.1], [0.0, 0.0, 0.3], [-0.2, 0.3, 0.2], [-2.4, 0.7, -4.4], [-0.1, 0.0, 1.5], [-1.7, -0.1, 0.3], [0.7, 0.3, -0.4], [0.0, -0.2, 0.0], [0.8, 0.3, -0.4], [-0.4, -0.2, -0.3], [-0.1, 3.3, -0.1], [-0.6, -1.1, -0.9], [-0.8, 1.0, 0.3], [-0.2, -0.5, 0.2], [-0.4, -0.1, 0.2], [0.2, -0.1, -0.2], [0.3, 0.2, -0.3], [0.4, 0.4, 0.1], [-0.1, 0.9, -1.2], [-0.1, -0.2, 0.2], [-0.2, -0.2, 0.3], [0.4, 0.1, 0.2], [0.5, 0.4, -0.1], [0.5, 0.1, -0.6], [0.5, -0.3, 1.0], [0.5, -0.4, 0.9], [-0.1, 0.0, 0.2], [-0.2, -0.3, 0.0], [0.1, -0.4, -0.3], [0.3, 0.0, -0.3], [0.2, 0.3, 0.0]],
  "largest_force_ev_per_a": 6.25,
  "total_charge": 0,
  "energy_ha": -1678.75127,
  "orbital_gap_ha": 0.10329,
  "de_lowest_kcal_mol": 380.6,
  "e_lumo_ev": -1.90,
  "homo_energy_ha": -0.173
}